i:
A 2-piece molecular cluster, C2H9N2O overall. Source: OMol25; level of theory: ωB97M-V/def2-TZVPD.

Each line ends with the natural charge from an NBO analysis.
Atoms and positions in Å:
H -0.88 2.27 1.04  0.395
O 0.19 1.40 -0.42  -0.168
H -1.00 2.90 -0.56  0.410
C 1.82 -0.40 -0.16  -0.722
H 0.21 0.30 1.27  0.231
H 1.13 -0.99 -0.85  0.279
H -2.12 -1.74 -0.08  0.391
H -0.57 -1.77 0.04  0.352
H 2.33 -0.99 0.73  0.290
H 2.62 0.00 -0.73  0.279
H -1.20 -0.86 -1.10  0.361
C 0.78 0.58 0.32  0.433
N -0.75 2.15 0.06  -0.464
N -1.33 -1.17 -0.16  -1.069

Frontier orbital gap = 9.323 eV
Total charge = +1


ii:
A 2-piece molecular cluster, C2H9N2O overall. Source: OMol25; level of theory: ωB97M-V/def2-TZVPD.

Each line ends with the natural charge from an NBO analysis.
Atoms and positions in Å:
H 2.24 1.79 1.27  0.497
O 1.96 0.88 1.16  -0.976
N -0.46 0.22 -0.45  -0.499
H -1.86 -1.26 -0.25  0.222
N -0.85 -0.93 1.51  -0.725
C -1.12 -0.65 0.24  0.403
H -0.84 -0.68 -2.27  0.220
H 2.77 0.39 1.01  0.499
H 0.30 0.67 0.06  0.444
C -0.31 0.20 -1.91  -0.409
H 0.74 0.06 -2.14  0.232
H -0.49 -0.20 2.12  0.430
H -0.67 1.12 -2.35  0.235
H -1.41 -1.61 1.99  0.428

Frontier orbital gap = 11.708 eV
Total charge = +1


Energy ordering: ii at the bottom, the next structure 0.1698 hartree above.